Below is a molecular structure, C18H22N4ReS in a non-equilibrium geometry, with properties calculated with ωB97M-V/def2-TZVPD.

Results
- F_max: 0.066 hartree/bohr
- LUMO level (spin up / spin down): -7.15 / -7.74 eV
- Gap between HOMO and LUMO (spin up / spin down): 6.642 / 6.439 eV
- Charge: +2
- Energy relative to the best compared isomer or geometry (same formula, charge and spin): 0.0 kcal per mole
- HOMO energy (spin up / spin down): -13.79 / -14.18 eV
- 2S+1: 4
- Expectation value of S²: 3.81

Geometry as XYZ:
```
46
Properties=species:S:1:pos:R:3:lowdin_spin:R:1
Re 1.36841 -0.75847 0.16607 2.293
N 2.04582 -1.27579 -2.14441 0.025
N 2.44138 -0.05083 -2.80834 0.008
C 2.81851 1.02547 -2.08497 0.023
N 3.20082 2.16378 -2.67342 0.008
S 2.95112 0.94203 -0.37272 0.065
H 2.71191 -1.98407 -2.39751 0.002
H 1.25313 -1.57851 -2.58686 0.002
H 2.10504 0.12436 -3.75565 0.001
H 3.20754 2.25088 -3.68736 0.001
H 3.44470 2.95901 -2.09882 0.001
C -0.27998 0.02746 -0.69633 -0.042
C -1.33248 0.48382 -1.17748 0.235
C -2.28048 1.44233 -1.56299 0.036
C -2.36048 2.61974 -0.84378 0.043
C -3.20669 3.66694 -1.34517 -0.005
C -3.95612 3.48294 -2.49665 0.035
C -3.83540 2.30252 -3.16668 -0.003
C -3.03184 1.25908 -2.71378 0.037
H -1.81563 2.81712 0.04954 0.001
H -3.18661 4.53623 -0.71797 -0.001
H -4.61780 4.23852 -2.87059 0.002
H -4.38325 2.13409 -4.13954 -0.001
H -2.96996 0.31267 -3.27705 0.002
C 1.66652 -3.38989 1.84642 0.004
N 0.67707 -2.63476 1.05285 0.028
C 0.16814 -3.44445 -0.03598 0.021
C -0.51540 -2.21783 1.91959 0.016
C -0.11565 -0.91797 2.58185 0.039
C -0.66533 -0.40987 3.73931 -0.004
C -0.15770 0.81613 4.31879 0.054
C 0.90848 1.46481 3.78283 -0.001
C 1.54169 0.89302 2.69254 0.051
C 1.00360 -0.20852 2.07198 0.006
H 2.10266 -4.22011 1.24113 0.000
H 1.36862 -3.88199 2.75237 0.000
H 2.58183 -2.81108 2.08747 0.001
H -0.30565 -4.37264 0.38109 0.005
H 0.92131 -3.84806 -0.69795 0.003
H -0.66349 -2.86552 -0.46150 0.001
H -0.80168 -2.98426 2.67786 0.003
H -1.39377 -2.18319 1.32216 0.001
H -1.50744 -0.86989 4.34578 0.000
H -0.82159 1.26844 5.10369 0.002
H 1.26164 2.32289 4.27246 -0.001
H 2.45450 1.35346 2.40770 0.001
```

---

Below is a molecular structure, C18H22N6OOsS, with properties calculated with ωB97M-V/def2-TZVPD.

Results
- F_max: 0.001 hartree/bohr
- LUMO level (spin up / spin down): -7.36 / -7.36 eV
- Gap between HOMO and LUMO (spin up / spin down): 6.580 / 6.582 eV
- Charge: +2
- Energy relative to the best compared isomer or geometry (same formula, charge and spin): 7.3 kcal per mole
- HOMO energy (spin up / spin down): -13.94 / -13.94 eV
- 2S+1: 1

Geometry as XYZ:
```
49
Properties=species:S:1:pos:R:3:nbo_charge:R:1
Os -0.41468 -0.63286 -0.57044 0.890
C -4.33714 -0.85539 2.91926 -0.681
C -4.24749 -1.10406 1.46359 0.380
N -5.21518 -1.43181 0.67161 -0.184
N -4.65436 -1.54333 -0.56819 -0.318
C -3.35762 -1.29878 -0.57066 0.257
S -2.17889 -1.34980 -1.82788 0.137
N -3.07526 -1.01833 0.71690 -0.221
N -1.76641 -0.68063 1.11111 -0.543
H -5.37180 -0.98512 3.22608 0.294
H -4.02830 0.16235 3.16434 0.251
H -3.71892 -1.55939 3.47864 0.252
H -5.23592 -1.78894 -1.35801 0.463
H -1.45349 -1.34662 1.82064 0.419
H -1.78690 0.25119 1.52778 0.426
N 2.96228 -1.22681 1.86072 -0.730
C 1.93801 -1.34581 1.04353 0.725
O 1.09102 -0.41328 0.94529 -0.662
C 1.71599 -2.55881 0.20576 -0.534
C 0.22254 -2.59952 -0.08722 -0.615
H 3.09522 -0.37668 2.38892 0.432
H 3.63024 -1.97256 1.97160 0.431
H 2.10319 -3.46058 0.68366 0.254
H 2.28379 -2.41062 -0.71899 0.265
H -0.31108 -2.99666 0.78698 0.179
H 0.01896 -3.26827 -0.92239 0.240
C 0.96249 4.73712 1.12518 -0.184
C 0.35193 3.67962 1.78516 -0.176
C 0.11080 2.48859 1.11970 -0.250
C 0.49112 2.34814 -0.21013 0.172
C 1.11206 3.40533 -0.87251 -0.241
C 1.33949 4.59633 -0.20329 -0.174
N 0.17192 1.18303 -0.95023 -0.457
C 1.13237 0.58049 -1.77616 0.209
C 0.60287 -0.30904 -2.73851 -0.306
C 1.47968 -1.21201 -3.39867 -0.165
C 2.81706 -1.18422 -3.13290 -0.198
C 3.34374 -0.24792 -2.20759 -0.142
C 2.53103 0.60770 -1.52273 -0.279
H 1.14300 5.66785 1.64466 0.242
H 0.06696 3.78180 2.82362 0.231
H -0.32145 1.65486 1.65699 0.179
H 1.38245 3.30516 -1.91639 0.231
H 1.80685 5.41979 -0.72569 0.242
H -0.34600 -0.07041 -3.19915 0.263
H 1.08346 -1.86673 -4.16329 0.248
H 3.49089 -1.84473 -3.66177 0.250
H 4.41269 -0.21746 -2.03894 0.245
H 2.92679 1.30784 -0.80001 0.254
```

---

Below is a single C18H22NO4P molecule, with properties calculated with ωB97M-V/def2-TZVPD.

Results
- F_max: 0.019 hartree/bohr
- LUMO level: 0.66 eV
- Gap between HOMO and LUMO: 9.323 eV
- Energy relative to the best compared isomer or geometry (same formula, charge and spin): 0.0 kcal per mole
- HOMO energy: -8.66 eV
- 2S+1: 1
- SMILES: CCOC(=O)c1ccc(N[P@](C)(=O)Oc2cc(C)cc(C)c2)cc1

Geometry as XYZ:
```
46
Properties=species:S:1:pos:R:3:nbo_charge:R:1
C -6.91689 0.26418 0.13195 -0.634
C -5.95719 -0.71135 -0.53497 -0.073
O -4.66864 -0.13161 -0.72551 -0.512
C -3.83500 -0.15235 0.32772 0.784
O -4.12150 -0.64629 1.39318 -0.609
C -2.53454 0.48096 0.03030 -0.213
C -2.24773 1.04944 -1.20966 -0.128
C -1.01849 1.62608 -1.43999 -0.297
C -0.04375 1.65077 -0.43860 0.292
N 1.18494 2.21878 -0.70580 -0.985
P 2.51694 2.51630 0.28495 2.298
C 2.00409 3.60581 1.65448 -1.014
O 3.62676 3.00703 -0.53066 -1.085
O 2.77546 1.16316 1.12170 -0.809
C 2.92622 -0.08574 0.55386 0.392
C 2.77318 -1.17886 1.39247 -0.294
C 2.90027 -2.46502 0.88593 0.025
C 2.71448 -3.64709 1.78772 -0.631
C 3.17593 -2.63128 -0.46395 -0.239
C 3.33402 -1.54141 -1.30909 0.031
C 3.61588 -1.73765 -2.76749 -0.630
C 3.20515 -0.26049 -0.78963 -0.324
C -0.33196 1.08274 0.80222 -0.314
C -1.56160 0.50554 1.02850 -0.117
H -7.90328 -0.18531 0.20242 0.215
H -6.98357 1.18230 -0.44711 0.209
H -6.56499 0.50173 1.13278 0.224
H -6.29944 -0.97750 -1.53753 0.187
H -5.85336 -1.61418 0.07634 0.199
H -2.99507 1.03399 -1.98699 0.232
H -0.79698 2.06445 -2.40285 0.209
H 1.30521 2.61133 -1.62851 0.425
H 1.04180 3.32660 2.06882 0.247
H 2.76874 3.55392 2.42507 0.257
H 1.96242 4.61872 1.26414 0.253
H 2.55857 -1.01686 2.43764 0.216
H 3.18272 -3.47226 2.75370 0.218
H 1.65175 -3.82071 1.95731 0.223
H 3.13969 -4.54442 1.34591 0.216
H 3.27394 -3.62965 -0.86573 0.204
H 4.19525 -2.64291 -2.93217 0.217
H 4.16051 -0.88888 -3.17297 0.219
H 2.67854 -1.83325 -3.31660 0.221
H 3.34155 0.60716 -1.41698 0.232
H 0.41375 1.08396 1.57971 0.222
H -1.79376 0.06015 1.98394 0.237
```

---

Below is 5 unconnected molecules or ions with the total composition C18H22O14 in a non-equilibrium geometry, with properties calculated with ωB97M-V/def2-TZVPD.

Results
- F_max: 0.028 hartree/bohr
- LUMO level: 0.02 eV
- Gap between HOMO and LUMO: 8.821 eV
- HOMO energy: -8.80 eV
- 2S+1: 1
- SMILES: Oc1ccc(O)cc1.O=C1OCCO1.O=C1OCCO1.O=C1OCCO1.O=C1OCCO1

Geometry as XYZ:
```
54
Properties=species:S:1:pos:R:3:nbo_charge:R:1
O 2.88538 -2.41140 -6.14366 -0.692
C 2.45617 -1.74244 -5.04393 0.276
C 2.63077 -0.37371 -4.94972 -0.246
C 2.16916 0.31287 -3.83595 -0.267
C 1.49445 -0.37388 -2.83145 0.261
O 0.99993 0.28922 -1.71870 -0.698
C 1.28455 -1.74051 -2.91440 -0.244
C 1.79347 -2.41077 -4.01157 -0.238
H 2.37849 -3.16032 -6.46540 0.493
H 3.04312 0.19864 -5.77176 0.227
H 2.07396 1.39388 -3.81632 0.208
H 0.63765 1.13188 -2.01118 0.474
H 0.83486 -2.25437 -2.07700 0.236
H 1.64015 -3.47675 -4.14193 0.211
O 2.43664 -2.49360 4.21435 -0.558
C 1.79678 -3.30335 3.63740 0.963
O 2.28536 -4.43872 3.08988 -0.493
C 1.17618 -5.26492 2.71349 -0.100
C 0.10708 -4.21920 2.45348 -0.100
O 0.44664 -3.25105 3.47135 -0.494
H 1.48828 -5.87981 1.87648 0.206
H 0.85810 -5.88546 3.55414 0.186
H -0.90458 -4.54784 2.66467 0.210
H 0.21061 -3.74929 1.47454 0.182
O -1.85337 -1.38855 -1.78987 -0.585
C -1.89243 -0.53232 -2.61251 0.980
O -1.68773 -0.76174 -3.92700 -0.480
C -1.83181 0.46686 -4.64812 -0.105
C -2.51077 1.39403 -3.63377 -0.100
O -2.22203 0.75162 -2.38384 -0.500
H -0.90688 0.86359 -5.06517 0.195
H -2.48216 0.22093 -5.48785 0.204
H -3.59461 1.40298 -3.72738 0.196
H -2.10320 2.39603 -3.72801 0.203
O -2.13878 7.23813 4.50581 -0.582
C -1.52440 6.22650 4.61432 0.969
O -0.38616 5.97230 3.92737 -0.494
C 0.08949 4.65735 4.20318 -0.095
C -0.98024 4.08759 5.15130 -0.106
O -1.86669 5.18750 5.39556 -0.483
H 0.09035 4.10998 3.26412 0.186
H 1.07566 4.67906 4.65792 0.190
H -0.58205 3.73991 6.09940 0.197
H -1.55337 3.31250 4.64962 0.216
O -1.58262 0.92015 4.22583 -0.596
C -1.22650 0.65396 3.12076 0.973
O -1.82293 1.08700 1.99461 -0.489
C -1.07540 0.66554 0.85468 -0.107
C 0.02254 -0.22950 1.42917 -0.095
O -0.15605 -0.11104 2.83375 -0.478
H -1.66986 0.18764 0.07733 0.220
H -0.75479 1.57006 0.32730 0.174
H 0.99308 0.15284 1.12047 0.205
H -0.08948 -1.27000 1.13423 0.188
```

---

Below is a single C18H22O6 molecule in a non-equilibrium geometry, with properties calculated with ωB97M-V/def2-TZVPD.

Results
- F_max: 0.121 hartree/bohr
- LUMO level: -0.49 eV
- Gap between HOMO and LUMO: 8.665 eV
- Energy relative to the best compared isomer or geometry (same formula, charge and spin): 4.8 kcal per mole
- HOMO energy: -9.15 eV
- 2S+1: 1
- SMILES: C=C1OC(=O)C2=C1O[C@@H]1[C@H](O)[C@@]3(O)CCCC[C@@H]3[C@](C)(C2=O)[C@H]1C

Geometry as XYZ:
```
46
Properties=species:S:1:pos:R:3:nbo_charge:R:1
C -4.56985 1.30046 -1.77498 -0.387
C -3.48607 0.50046 -2.06446 0.226
O -3.36626 -0.14448 -3.25993 -0.439
C -2.20054 -0.78961 -3.17397 0.748
O -1.75221 -1.51644 -4.06434 -0.545
C -1.49138 -0.57143 -1.93721 -0.341
C -2.35583 0.19147 -1.20442 0.399
O -2.36223 0.65035 0.07355 -0.488
C -1.53610 0.10212 1.12943 0.094
C -0.42048 1.09793 1.52315 0.061
O -0.97847 2.39724 1.56248 -0.716
C 0.72857 1.16359 0.51907 0.252
O 0.30682 1.66653 -0.77093 -0.765
C 1.80332 2.15191 1.05501 -0.417
C 3.04088 2.16176 0.20740 -0.405
C 3.60356 0.71376 0.21890 -0.395
C 2.61559 -0.29660 -0.34344 -0.411
C 1.26621 -0.29054 0.44842 -0.216
C 0.22802 -1.40781 -0.05883 -0.122
C 0.87380 -2.80372 0.04843 -0.615
C -0.21571 -1.17347 -1.53925 0.578
O 0.51235 -1.50773 -2.44935 -0.507
C -1.03667 -1.36801 0.88304 -0.228
C -0.87774 -2.06345 2.28754 -0.609
H -5.35844 1.35862 -2.49632 0.218
H -4.66852 1.82456 -0.83552 0.225
H -2.20106 0.04648 1.99270 0.204
H -0.05315 0.83759 2.55010 0.207
H -1.24323 2.61102 0.63165 0.486
H 1.06748 1.74132 -1.40587 0.491
H 2.02738 1.86920 2.08901 0.201
H 1.38846 3.15898 1.09653 0.233
H 2.81941 2.46448 -0.80982 0.185
H 3.79991 2.88445 0.59922 0.221
H 4.53305 0.67192 -0.37979 0.213
H 3.85773 0.39119 1.24694 0.192
H 3.09719 -1.28322 -0.26024 0.222
H 2.39298 -0.02000 -1.38520 0.204
H 1.55351 -0.56963 1.46285 0.209
H 1.39550 -2.93983 1.01709 0.210
H 1.56638 -2.99590 -0.77751 0.246
H 0.11083 -3.57601 0.01773 0.215
H -1.87433 -1.96495 0.43903 0.227
H -1.74322 -1.85595 2.89246 0.215
H -0.00510 -1.66575 2.79171 0.200
H -0.79233 -3.15281 2.20793 0.224
```

---

Below is a molecular structure, C18H23BrN7O5Pt in a non-equilibrium geometry, with properties calculated with ωB97M-V/def2-TZVPD.

Results
- F_max: 0.063 hartree/bohr
- LUMO level: -3.55 eV
- Gap between HOMO and LUMO: 6.946 eV
- Charge: +1
- Energy relative to the best compared isomer or geometry (same formula, charge and spin): 0.0 kcal per mole
- HOMO energy: -10.49 eV
- 2S+1: 1

Geometry as XYZ:
```
55
Properties=species:S:1:pos:R:3:nbo_charge:R:1
Pt -0.38003 0.22711 -2.68264 0.972
C 3.01546 -0.05445 -3.19649 -0.249
O 2.05456 0.03644 -2.13659 -0.541
C 2.50995 -0.04057 -0.84815 0.334
C 3.82077 -0.31912 -0.51135 -0.326
C 4.18071 -0.37517 0.82963 -0.054
Br 5.99770 -0.64328 1.26316 0.103
C 3.25182 -0.23432 1.83300 -0.202
C 1.91980 0.02560 1.49979 -0.098
C 1.57902 0.18283 0.16405 0.209
O 0.30228 0.58691 -0.21614 -0.740
C 0.94643 0.10939 2.60173 0.356
N 1.29121 0.13832 3.85459 -0.429
C 0.11037 0.15031 4.57540 0.060
C -0.09841 0.16503 5.95459 -0.175
C -1.40179 0.14809 6.40643 -0.223
C -2.48606 0.11805 5.51524 -0.196
C -2.30016 0.10669 4.14760 -0.269
C -0.98275 0.12292 3.69843 0.165
N -0.42352 0.11941 2.43545 -0.570
H 3.71010 0.78403 -3.14634 0.201
H 2.44963 -0.00281 -4.11981 0.213
H 3.55545 -0.99903 -3.14869 0.199
H 4.57668 -0.48187 -1.26472 0.247
H 3.51366 -0.31466 2.87792 0.268
H 0.09196 1.40510 0.25321 0.500
H 0.73918 0.18461 6.63923 0.231
H -1.60022 0.15797 7.46977 0.224
H -3.49339 0.10090 5.91120 0.220
H -3.14078 0.07618 3.46574 0.211
H -0.90113 -0.06025 1.57155 0.417
N -2.25969 0.29689 -2.92595 -0.540
N -2.88149 1.55665 -2.70214 -0.434
C -2.09570 2.66029 -2.70098 0.630
N -2.58121 3.87499 -2.52747 -0.751
N -0.85660 2.30108 -2.86929 -0.517
N 0.20874 3.18741 -3.06274 0.643
O 1.25172 2.67097 -3.35794 -0.323
O 0.03534 4.39091 -2.92816 -0.404
H -2.40649 -0.02694 -3.87859 0.428
H -2.59299 -0.39319 -2.26083 0.432
H -3.88499 1.63436 -2.67614 0.421
H -3.56546 4.05635 -2.42829 0.426
H -1.92787 4.64587 -2.57250 0.464
C 0.37994 -3.11365 -0.88225 -0.627
C -0.80262 -2.33286 -1.44548 0.087
C -2.00580 -3.24316 -1.67599 -0.619
O -0.44858 -1.69043 -2.65469 -0.772
H 0.13603 -3.54077 0.09199 0.217
H 1.23774 -2.44819 -0.77529 0.208
H 0.64935 -3.92165 -1.56435 0.219
H -1.09348 -1.58346 -0.68752 0.135
H -1.72224 -4.08918 -2.30342 0.225
H -2.80198 -2.69319 -2.18583 0.176
H -2.38023 -3.61946 -0.72298 0.219
```